This record from OMol25 describes a 3-piece molecular cluster, C13H25BO6P overall. The level of theory is ωB97M-V with the def2-TZVPD basis set.

max |F| = 0.6 eV Å⁻¹
Kohn-Sham gap = 7.42 eV
E_LUMO = 2.86 eV
net charge = -1
relative energy (zero: lowest compared OMol25 entry of this formula, charge and spin) = 2.4 kcal per mole
highest occupied orbital energy = -4.56 eV

Structure (XYZ):
```
46
Properties=species:S:1:pos:R:3:forces:R:3
C -4.433 -0.990 -2.661 -0.1 0.1 0.0
C -3.588 0.127 -3.274 0.1 -0.1 0.0
P -2.657 1.049 -1.961 -0.1 0.1 0.2
C -1.782 2.265 -3.053 0.0 -0.1 -0.1
C -1.397 -0.257 -1.517 -0.2 -0.1 0.3
C 0.118 0.069 -1.645 0.0 0.2 0.1
O 0.712 -0.426 -0.475 0.1 -0.2 -0.1
B -0.322 -1.324 0.150 0.4 -0.3 -0.1
O -1.581 -0.609 -0.160 0.0 0.0 0.0
H -5.325 -0.577 -2.188 0.0 0.0 0.1
H -4.762 -1.709 -3.414 0.0 0.0 0.0
H -3.877 -1.527 -1.891 0.0 -0.1 0.0
H -2.908 -0.277 -4.031 0.1 0.0 0.0
H -4.222 0.865 -3.771 -0.1 -0.1 -0.1
H -0.775 1.953 -3.330 0.0 0.0 0.0
H -2.357 2.386 -3.973 0.0 0.1 0.0
H -1.728 3.225 -2.544 0.1 0.0 0.0
H -1.625 -1.156 -2.115 0.1 0.1 -0.2
H 0.533 -0.396 -2.554 0.0 -0.1 0.0
H 0.296 1.147 -1.704 0.0 0.0 0.0
H -0.303 -2.452 -0.419 0.0 0.1 0.1
H -0.089 -1.465 1.355 -0.2 0.1 0.0
O 6.053 -3.752 2.130 0.0 0.0 0.0
C 5.106 -3.206 1.633 0.0 0.0 0.0
O 4.710 -3.467 0.371 0.0 0.0 0.0
C 3.606 -2.602 -0.001 -0.1 0.1 0.0
C 2.986 -2.162 1.314 -0.1 0.0 0.1
C 4.197 -2.154 2.242 -0.1 -0.1 -0.1
H 4.011 -1.762 -0.569 0.0 0.0 0.0
H 2.928 -3.164 -0.636 0.0 0.0 0.0
H 2.455 -1.218 1.218 0.0 0.0 0.0
H 2.263 -2.907 1.646 0.0 0.0 0.0
H 4.733 -1.202 2.219 0.0 0.0 0.0
H 3.978 -2.405 3.277 0.1 0.0 0.0
O -0.865 2.604 -0.040 -0.1 0.5 -0.1
C -0.662 2.663 1.132 0.1 -0.4 0.0
O -0.936 3.784 1.873 0.0 0.0 -0.1
C -0.506 3.584 3.225 0.0 0.0 0.0
C -0.455 2.071 3.421 0.0 0.0 -0.1
C -0.089 1.587 2.023 -0.1 0.1 0.1
H 0.480 4.043 3.347 0.0 0.0 0.0
H -1.212 4.092 3.879 0.0 0.0 0.0
H 0.244 1.771 4.201 0.0 0.0 0.0
H -1.446 1.701 3.692 0.0 0.0 0.0
H 0.989 1.556 1.848 0.0 0.0 0.0
H -0.495 0.622 1.730 0.0 0.0 0.0
```
Forces are in eV/Å.

---

This record from OMol25 describes a 7-piece molecular cluster, C13H25Br12Cl3 overall. The level of theory is ωB97M-V with the def2-TZVPD basis set.

max |F| = 1.0 eV Å⁻¹
Kohn-Sham gap = 10.37 eV
E_LUMO = 0.17 eV
SMILES = ClC(Cl)Cl.BrCCBr.BrCCBr.BrCCBr.BrCCBr.BrCCBr.BrCCBr
relative energy (zero: lowest compared OMol25 entry of this formula, charge and spin) = 0.0 kcal per mole
highest occupied orbital energy = -10.21 eV

Structure (XYZ):
```
53
Properties=species:S:1:pos:R:3:forces:R:3
Cl 1.328 0.992 1.439 0.2 0.3 0.1
C 0.818 -0.285 0.357 0.3 -0.3 -0.2
Cl 0.822 -1.826 1.196 -0.2 -0.2 0.1
Cl 1.895 -0.350 -1.048 -0.2 0.1 0.1
H -0.182 -0.069 0.012 -0.1 0.0 0.0
Br -0.129 0.190 4.417 0.1 0.1 0.2
C -1.816 -0.682 4.746 -0.5 -0.1 0.3
C -2.349 -1.188 3.439 0.5 -0.1 -0.3
Br -4.083 -1.983 3.708 -0.3 -0.1 0.0
H -2.504 0.030 5.191 0.1 0.2 0.0
H -1.657 -1.487 5.455 0.1 0.0 0.0
H -1.709 -1.957 3.022 0.0 -0.1 0.0
H -2.431 -0.381 2.715 0.0 -0.4 0.3
Br 3.718 -1.624 4.084 0.1 0.1 0.1
C 4.257 -2.118 2.287 -0.1 0.8 -0.2
C 3.760 -3.487 2.006 -0.1 -0.7 0.6
Br 4.094 -3.948 0.179 0.1 -0.1 -0.5
H 5.332 -2.035 2.194 0.1 0.0 0.2
H 3.802 -1.378 1.632 0.0 -0.1 0.0
H 2.696 -3.583 2.172 -0.1 0.1 -0.1
H 4.250 -4.224 2.641 0.1 0.0 -0.1
Br -4.481 -2.139 -0.486 -0.1 0.0 0.2
C -4.276 -1.278 -2.207 -0.1 0.0 -0.2
C -3.342 -0.109 -2.053 0.1 -0.1 0.1
Br -2.988 0.683 -3.781 0.0 0.1 -0.3
H -5.257 -0.967 -2.551 0.0 0.0 0.1
H -3.898 -2.028 -2.895 0.1 0.0 0.0
H -2.385 -0.419 -1.644 0.0 0.0 0.0
H -3.762 0.672 -1.434 0.0 0.0 0.1
Br -0.923 2.455 -0.927 -0.2 0.1 -0.1
C -1.338 3.369 0.733 0.0 0.2 0.0
C -2.773 3.213 1.137 -0.4 -0.1 0.2
Br -3.260 1.369 1.498 -0.2 0.3 -0.3
H -1.127 4.421 0.546 0.1 0.0 0.0
H -0.662 2.990 1.491 0.1 -0.1 0.0
H -3.478 3.566 0.394 0.1 0.0 -0.2
H -2.978 3.722 2.077 0.2 0.1 0.0
Br 1.885 5.143 -0.461 -0.1 0.4 0.2
C 2.451 3.435 -1.149 -0.1 -0.2 0.2
C 3.874 3.513 -1.609 0.1 0.1 -0.1
Br 4.239 1.915 -2.635 0.3 -0.2 -0.2
H 1.775 3.162 -1.948 0.0 0.1 -0.1
H 2.318 2.738 -0.329 0.1 -0.1 -0.1
H 4.590 3.546 -0.797 0.0 0.0 0.1
H 4.050 4.359 -2.265 0.0 0.0 -0.1
Br -0.681 -3.269 -2.126 -0.1 0.1 -0.2
C -0.457 -1.896 -3.517 0.3 -0.2 0.4
C 0.942 -2.046 -4.103 -0.8 0.1 -0.3
Br 1.107 -0.934 -5.691 0.0 0.3 0.0
H -0.640 -0.977 -2.973 0.4 0.3 -0.2
H -1.259 -2.005 -4.238 0.1 -0.3 -0.1
H 1.101 -3.044 -4.486 0.0 -0.2 0.2
H 1.720 -1.763 -3.413 0.1 0.0 0.1
```
Forces are in eV/Å.

---

This record from OMol25 describes C13H25Cl3HfO2Si as an isolated structure at a distorted geometry. The level of theory is ωB97M-V with the def2-TZVPD basis set.

max |F| = 3.6 eV Å⁻¹
Kohn-Sham gap = 5.17 eV
E_LUMO = 5.18 eV
net charge = -2
relative energy (zero: lowest compared OMol25 entry of this formula, charge and spin) = 21.3 kcal per mole
highest occupied orbital energy = 0.01 eV

Structure (XYZ):
```
45
Properties=species:S:1:pos:R:3:forces:R:3
C 1.481 0.014 -2.172 0.1 1.0 0.6
C 2.521 0.353 -1.260 -1.2 0.5 0.1
C 2.122 1.518 -0.544 -0.5 -0.6 -0.6
C 3.796 -0.389 -1.056 0.1 -0.2 0.1
C 0.857 1.938 -1.037 0.2 -0.8 -1.4
C 0.433 0.987 -2.068 1.6 1.3 0.7
C -0.564 1.321 -3.108 0.1 0.0 -0.7
C 1.619 -1.029 -3.213 -0.1 -0.6 -0.2
C 2.928 2.189 0.507 0.2 0.0 0.4
C 0.291 3.307 -0.859 -0.2 0.1 0.5
Hf -0.176 -0.159 0.097 1.0 -0.5 -1.8
Cl 1.527 -1.510 1.084 0.6 -0.5 0.6
Cl -1.138 -1.906 -1.354 0.7 -0.6 0.3
Cl -0.320 1.622 1.761 0.0 1.0 0.9
H 3.664 -1.449 -1.324 0.2 0.3 0.2
H 4.117 -0.312 -0.005 -0.1 -0.2 -0.3
H 4.613 0.017 -1.675 -0.1 -0.1 0.0
H 3.294 1.443 1.228 0.0 0.2 0.0
H 2.327 2.928 1.045 0.1 -0.1 0.0
H 3.808 2.707 0.091 -0.1 -0.1 0.0
H 0.331 3.575 0.199 -0.1 0.2 -0.1
H -0.754 3.355 -1.171 0.1 0.0 0.0
H 0.852 4.071 -1.415 0.0 -0.2 -0.1
H -1.347 1.972 -2.712 0.0 -0.3 -0.2
H -1.062 0.410 -3.476 -0.2 0.5 0.3
H -0.123 1.821 -3.983 0.4 0.3 0.1
H 1.965 -1.971 -2.764 -0.2 0.0 -0.2
H 2.366 -0.748 -3.970 0.0 0.1 0.1
H 0.676 -1.209 -3.732 0.0 -0.1 0.2
O -2.586 -0.026 -2.747 -3.0 -1.9 -0.9
H -3.186 -0.838 -2.920 1.3 1.9 0.7
C -1.632 -3.285 2.944 0.2 -0.5 0.1
Si -2.141 -1.501 2.675 0.0 0.7 -1.5
C -3.946 -1.488 2.221 -0.8 -0.1 0.0
C -1.898 -0.519 4.259 0.0 0.2 0.5
O -1.526 -0.819 1.313 -0.8 -1.0 1.8
H -2.261 -3.752 3.714 -0.1 0.2 0.0
H -0.599 -3.445 3.271 0.0 0.2 -0.2
H -1.779 -3.874 2.029 0.1 0.2 0.0
H -4.613 -2.002 2.931 0.1 0.1 -0.1
H -4.286 -0.442 2.112 0.1 -0.4 0.1
H -4.050 -1.959 1.226 0.1 0.2 0.4
H -0.867 -0.465 4.625 0.0 0.0 -0.3
H -2.253 0.515 4.157 0.1 -0.2 -0.2
H -2.481 -0.967 5.078 0.0 -0.1 -0.2
```
Forces are in eV/Å.

---

This record from OMol25 describes a 5-piece molecular cluster, C13H25Cl8N2O7S overall at a distorted geometry. The level of theory is ωB97M-V with the def2-TZVPD basis set.

max |F| = 5.2 eV Å⁻¹
Kohn-Sham gap = 5.61 eV
E_LUMO = 1.47 eV
net charge = -1
highest occupied orbital energy = -4.14 eV

Structure (XYZ):
```
56
Properties=species:S:1:pos:R:3:forces:R:3
C 0.158 0.367 3.355 -0.2 0.1 0.0
C -1.236 0.166 4.045 0.7 -0.5 0.7
C -2.318 -0.608 3.193 0.4 0.4 0.2
C -2.130 -0.576 1.627 -1.3 -0.2 0.5
N -2.637 0.665 0.983 -0.4 -2.1 -0.1
O -1.598 1.570 0.724 -0.1 2.1 -0.5
C -1.893 2.857 1.215 0.0 1.3 1.0
O -2.064 3.022 2.393 -0.3 -0.9 -0.3
N -1.960 4.030 0.365 1.0 -1.9 -0.4
C -0.795 4.192 -0.520 0.2 1.1 -0.3
C 0.116 5.358 0.082 -0.3 -1.1 -0.2
C -0.770 6.593 0.495 0.7 0.2 -0.8
S -1.197 6.625 2.290 -1.0 -3.0 1.9
O -0.350 5.719 3.067 0.5 1.6 -1.4
O -2.585 6.307 2.513 0.9 2.0 -0.6
O -0.855 8.173 2.823 -0.2 -0.8 -1.1
C -3.241 4.121 -0.386 -4.5 2.6 -0.9
O -3.605 3.296 -1.241 1.8 -1.0 0.5
O -3.968 5.150 -0.125 2.5 -1.3 0.3
H 0.512 -0.550 2.812 -0.4 0.7 0.5
H 0.083 1.199 2.604 0.2 -0.8 0.8
H 0.932 0.605 4.138 -0.7 0.0 -0.8
H -1.579 1.158 4.438 0.1 -0.8 -0.7
H -1.045 -0.464 4.965 -0.3 0.6 -0.8
H -2.325 -1.676 3.530 0.0 0.7 -0.4
H -3.322 -0.176 3.473 0.8 -0.5 -0.5
H -1.103 -0.837 1.275 -0.8 0.6 0.4
H -2.800 -1.391 1.218 0.7 0.7 0.3
H -3.389 1.074 1.540 0.6 0.3 0.0
H -1.142 4.537 -1.532 0.2 -0.5 0.9
H -0.224 3.243 -0.638 -0.5 1.0 -0.1
H 0.677 4.902 0.936 -0.4 0.8 -0.5
H 0.847 5.659 -0.716 -0.5 -0.1 0.8
H -0.213 7.540 0.280 -0.4 -0.7 0.3
H -1.696 6.585 -0.145 0.5 0.1 1.2
H 0.015 8.443 2.472 -0.3 -0.3 0.2
C 1.027 0.164 -0.917 -0.2 0.2 -0.1
Cl 1.182 1.564 0.146 0.9 -0.3 -0.1
Cl 1.283 -1.351 -0.038 0.1 0.1 -0.2
H 0.028 0.159 -1.346 0.0 0.0 0.2
H 1.769 0.239 -1.707 0.0 0.0 0.2
C 2.591 -4.788 -0.750 0.1 0.0 -0.1
Cl 2.113 -4.300 0.881 0.1 -0.2 0.1
Cl 1.276 -4.561 -1.906 0.0 0.2 0.2
H 3.441 -4.187 -1.061 -0.2 0.1 0.0
H 2.868 -5.839 -0.735 -0.1 0.1 0.0
C 1.840 -6.814 -5.539 -0.1 0.0 -0.1
Cl 1.642 -7.148 -3.814 0.0 -0.3 -0.2
Cl 2.922 -5.442 -5.808 0.0 0.0 -0.1
H 2.258 -7.691 -6.021 0.1 0.1 0.1
H 0.868 -6.585 -5.966 0.1 0.1 0.1
C 4.328 -10.146 -4.472 0.1 0.0 0.2
Cl 5.608 -9.057 -5.017 0.0 0.0 0.1
Cl 2.926 -10.078 -5.546 0.0 -0.3 0.0
H 4.712 -11.163 -4.460 0.0 0.1 -0.1
H 4.019 -9.854 -3.472 0.0 0.1 -0.1
```
Forces are in eV/Å.